No. 1
This record from OMol25 describes C32H31BrCoN9O3P as an isolated structure in a non-equilibrium geometry. The level of theory is ωB97M-V/def2-TZVPD.

Positions of all 78 atoms, in Å:
Co 0.4238 0.5745 -0.0429
C 4.2819 -0.2818 1.2959
O 4.4689 0.6409 2.3495
C 3.3860 1.3286 2.8547
C 3.5500 1.8051 4.1377
C 2.5310 2.4936 4.7955
C 1.3151 2.6381 4.1714
C 1.1034 2.1484 2.8749
C -0.2382 2.1615 2.3529
N -0.6850 1.4706 1.3608
N -2.0068 1.5992 1.0685
C -2.7322 0.4905 0.8891
O -2.3793 -0.6742 1.1497
C -4.1176 0.7800 0.3813
C -4.8855 -0.2645 -0.1247
C -6.1480 -0.0225 -0.6451
C -6.6592 1.2675 -0.6572
C -5.9048 2.3133 -0.1425
C -4.6413 2.0715 0.3743
C 2.1756 1.5727 2.1310
O 2.0684 1.3377 0.8709
H 5.2244 -0.8283 1.2158
H 4.0533 0.2145 0.3564
H 3.4743 -0.9880 1.5193
H 4.5048 1.6277 4.6174
H 2.6940 2.8735 5.7950
H 0.4898 3.1166 4.6875
H -0.9742 2.7285 2.9223
H -4.4735 -1.2651 -0.1134
H -6.7393 -0.8425 -1.0348
H -7.6492 1.4545 -1.0551
H -6.3069 3.3189 -0.1368
H -4.0349 2.8684 0.7806
C -0.9256 -4.0305 -3.0479
N -1.1198 -2.7053 -2.4981
C -2.1422 -1.8431 -2.7769
C -1.8883 -0.7047 -2.0639
N -0.7371 -0.8570 -1.3578
C -0.2880 -2.0646 -1.6306
P 1.2500 -2.7815 -0.9603
C 0.9101 -2.3288 0.7672
N 0.7069 -1.1118 1.2275
C 0.4799 -1.2337 2.5622
C 0.5639 -2.5495 2.9174
N 0.8383 -3.2434 1.7728
C 0.9897 -4.6772 1.6540
C 2.2912 -1.3609 -1.4148
N 1.8608 -0.1161 -1.5193
C 2.8957 0.6146 -2.0172
C 3.9634 -0.2054 -2.2397
N 3.5741 -1.4600 -1.8559
C 4.3810 -2.6619 -1.8765
H -1.6737 -4.2145 -3.8141
H 0.0650 -4.1121 -3.4936
H -1.0197 -4.7909 -2.2725
H -2.9534 -2.1035 -3.4343
H -2.4646 0.2023 -2.0074
H 0.2615 -0.3841 3.1836
H 0.4645 -3.0422 3.8685
H 0.8295 -5.1331 2.6273
H 0.2618 -5.0883 0.9549
H 1.9912 -4.9323 1.3067
H 2.7974 1.6751 -2.1738
H 4.9471 -0.0083 -2.6285
H 5.4128 -2.3950 -2.0886
H 4.3381 -3.1626 -0.9105
H 4.0268 -3.3516 -2.6433
Br -1.8126 5.8235 -0.5624
C -1.2333 4.2417 -1.4284
C -1.6580 3.9648 -2.7156
C -1.1608 2.8112 -3.3035
C -0.3063 1.9974 -2.5858
N 0.0829 2.2584 -1.3327
C -0.3569 3.3924 -0.7830
H -2.3238 4.6332 -3.2420
H -1.4232 2.5620 -4.3226
H 0.1099 1.1071 -3.0381
H 0.0251 3.6410 0.1977

Properties
Max |F| ... 1.42 eV/A
E ... -170198.505 eV
HOMO energy (alpha / beta) ... -0.2270 / -0.2275 Ha
Spin multiplicity ... 2
ΔE to the lowest compared entry with this formula, charge and spin ... 0.0 kJ/mol
Kohn-Sham gap (alpha / beta) ... 6.252 / 6.262 eV


No. 2
This record from OMol25 describes C24H18N6O2SY as an isolated structure in a non-equilibrium geometry. The level of theory is ωB97M-V/def2-TZVPD.

Positions of all 52 atoms, in Å:
Y 0.3550 -1.3942 -0.9956
S 5.9971 -1.6004 4.2526
N 6.0473 -1.6098 2.6506
C 4.8124 -1.6061 2.1624
C 4.4251 -1.6286 0.7879
C 5.3607 -1.6845 -0.2579
C 4.9068 -1.7216 -1.5584
C 3.5345 -1.6838 -1.7992
N 2.6202 -1.6252 -0.8238
C 3.0435 -1.6105 0.4778
C 2.0487 -1.5956 1.5398
N 0.7249 -1.6018 1.2033
C -0.1991 -1.6281 2.1718
C 0.1234 -1.6468 3.5263
C 1.4519 -1.6244 3.8976
C 2.4410 -1.5985 2.9025
C 3.8357 -1.5923 3.2038
N 4.4016 -1.5876 4.4059
H 6.4133 -1.7029 -0.0142
H 5.5930 -1.7778 -2.3896
H 3.1640 -1.7014 -2.8218
H -1.2416 -1.6402 1.8523
H -0.6629 -1.6797 4.2653
H 1.7602 -1.6324 4.9335
O -6.3068 1.0787 -1.0453
C -6.0815 -0.2836 -1.2205
C -4.6225 -0.5766 -1.2975
C -4.1509 -1.8746 -1.4992
C -2.7938 -2.1067 -1.5288
N -1.8757 -1.1304 -1.3731
C -2.3186 0.1531 -1.2303
C -3.6741 0.4431 -1.1824
C -1.2822 1.2156 -1.1381
C -1.5905 2.5673 -1.1946
C -0.5855 3.5331 -1.0929
C -0.9435 4.9811 -1.1034
O -2.2508 5.1539 -1.5502
C 0.7332 3.0870 -0.9410
C 0.9846 1.7326 -0.9164
N 0.0109 0.8033 -1.0094
H -7.2546 1.2655 -1.0481
H -6.5563 -0.6701 -2.1385
H -6.5049 -0.8723 -0.3871
H -4.8402 -2.6920 -1.6357
H -2.4247 -3.1139 -1.7052
H -4.0420 1.4472 -1.0530
H -2.6017 2.9205 -1.3257
H -0.2160 5.5399 -1.7125
H -0.8205 5.3442 -0.0675
H -2.5051 6.0858 -1.5081
H 1.5522 3.7833 -0.8515
H 2.0053 1.3598 -0.8149

Properties
Max |F| ... 1.55 eV/A
E ... -50072.160 eV
HOMO energy ... -0.6337 Ha
Charge ... +3
Kohn-Sham gap ... 7.380 eV


No. 3
This record from OMol25 describes C47H46F3Li2N8O8 as an isolated structure in a non-equilibrium geometry. The level of theory is ωB97M-V/def2-TZVPD.

Positions of all 114 atoms, in Å:
Li 3.5230 1.5471 0.1556
Li 2.5506 5.2572 -1.8432
C -0.1316 0.9337 -0.9240
O -0.1240 0.5463 0.5044
O 0.7483 2.0786 -0.9903
C 0.0195 -0.3490 -1.8562
F 0.2753 0.1037 -3.1128
F 0.9174 -1.2466 -1.5210
F -1.1672 -0.8723 -2.0180
C -0.8374 1.2862 1.5253
C -0.7710 0.4248 2.7970
H 0.0272 -0.3169 2.8259
H -0.5473 1.0077 3.6904
H -1.6938 -0.0735 3.0941
H -1.8699 1.4214 1.2032
H -0.5601 2.3404 1.5221
H -1.1801 1.1913 -1.0737
C -2.3140 -4.9376 0.7636
C -3.2342 -3.9311 0.9656
C -3.7627 -3.7766 2.2395
C -3.3956 -4.5501 3.3021
C -2.5058 -5.6518 3.0425
C -1.9206 -5.7829 1.8077
N -3.9947 -4.3248 4.6589
O -3.3575 -4.6498 5.6109
O -4.8949 -3.5188 4.8894
H -1.8373 -5.0831 -0.1946
H -3.4856 -3.3698 0.0778
H -4.4387 -2.9606 2.4481
H -2.3308 -6.4462 3.7530
H -1.2465 -6.5547 1.4667
C -5.2954 -6.1150 -6.9069
C -6.4805 -6.5942 -6.2607
C -7.0382 -5.7938 -5.2287
C -6.5772 -4.5603 -4.8437
C -5.4420 -4.1284 -5.4326
C -4.8136 -4.8657 -6.4345
N -7.0302 -3.9206 -3.6100
O -7.7576 -4.7141 -2.9217
O -6.5784 -2.8426 -3.2863
H -5.0896 -6.5855 -7.8570
H -7.0496 -7.4616 -6.5611
H -7.8604 -6.2135 -4.6681
H -5.0914 -3.2178 -4.9696
H -3.8994 -4.4741 -6.8555
C 2.4183 0.9691 -10.3187
C 1.3858 0.8439 -9.2892
C 0.1604 0.2641 -9.6482
C -0.1355 -0.1229 -10.9815
C 0.8478 0.0179 -11.9159
C 2.1777 0.5185 -11.5695
N -1.4436 -0.7478 -11.2524
O -1.8652 -0.9291 -12.3698
O -2.1067 -1.0750 -10.2980
H 3.3097 1.4672 -9.9671
H 1.5108 1.2477 -8.2954
H -0.5654 0.1709 -8.8539
H 0.6375 -0.1899 -12.9546
H 2.9982 0.5788 -12.2692
N 3.8608 -0.7816 2.7077
C 4.3426 -0.3177 3.8792
C 4.2293 -1.0666 5.0967
C 3.7947 -2.3665 5.0648
C 3.3713 -2.8973 3.8154
C 3.4334 -2.1354 2.6282
H 4.7595 0.6786 3.8749
H 4.5432 -0.5818 6.0093
H 3.7959 -3.0677 5.8862
H 2.7935 -3.8073 3.7476
H 3.1576 -2.6005 1.6933
N 6.7314 0.8219 -1.3637
C 7.9530 1.3916 -1.1940
C 9.1497 0.9211 -1.8754
C 8.9952 -0.2387 -2.7156
C 7.7251 -0.8445 -2.8521
C 6.6627 -0.2913 -2.1874
H 8.0475 2.2571 -0.5548
H 10.1674 1.2464 -1.7171
H 9.8730 -0.5356 -3.2703
H 7.6864 -1.6396 -3.5820
H 5.7407 -0.8536 -2.1805
N 0.1861 7.4726 -0.9062
C -1.1187 7.0879 -1.0365
C -2.2055 7.9558 -0.7445
C -1.8648 9.2613 -0.3379
C -0.5033 9.6768 -0.2011
C 0.4324 8.6777 -0.4501
H -1.2922 6.1663 -1.5721
H -3.1350 7.4062 -0.7645
H -2.6439 9.9686 -0.0945
H -0.0993 10.6622 -0.0213
H 1.4762 8.8856 -0.2667
N 0.7142 5.4935 5.0878
C 0.1982 4.9268 6.2345
C -1.1491 4.8503 6.5731
C -2.0357 5.2909 5.5690
C -1.6203 5.8787 4.3920
C -0.2609 6.0243 4.2484
H 0.9130 4.7447 7.0234
H -1.6217 4.5575 7.4989
H -3.0902 5.0781 5.6643
H -2.2803 6.1383 3.5775
H 0.0549 6.4680 3.3158
N -0.2207 -2.6869 10.0232
C 0.4585 -2.6835 11.1738
C 1.4032 -1.7420 11.4720
C 1.6648 -0.7498 10.5747
C 1.0639 -0.6495 9.3507
C 0.0782 -1.6242 9.0827
H 0.2389 -3.5332 11.8032
H 2.1223 -1.8904 12.2641
H 2.5435 -0.1948 10.8682
H 1.2470 0.1456 8.6431
H -0.2531 -1.6230 8.0548

Properties
Max |F| ... 4.48 eV/A
E ... -86326.148 eV
HOMO energy ... -0.3666 Ha
Charge ... +1
Kohn-Sham gap ... 5.054 eV


No. 4
This record from OMol25 describes C2H3O2Pr as an isolated structure in a non-equilibrium geometry. The level of theory is ωB97M-V/def2-TZVPD.

Positions of all 8 atoms, in Å:
O -1.5947 -0.7840 -1.1611
C 0.5821 0.0294 1.2428
O 0.5780 0.8108 2.1897
C 0.2927 2.2577 2.0590
H 1.2019 2.7738 2.3761
H 0.0290 2.4656 1.0175
H -0.5399 2.4504 2.7388
Pr 0.5166 -0.7210 -1.4123

Properties
Max |F| ... 7.92 eV/A
E ... -20274.095 eV
HOMO energy (alpha / beta) ... -0.4584 / -0.4850 Ha
Charge ... +1
Spin multiplicity ... 4
ΔE to the lowest compared entry with this formula, charge and spin ... 377.9 kJ/mol
Kohn-Sham gap (alpha / beta) ... 7.352 / 7.958 eV


No. 5
This record from OMol25 describes C27H18F15N8O4SSbZr as an isolated structure in a non-equilibrium geometry. The level of theory is ωB97M-V/def2-TZVPD.

Positions of all 75 atoms, in Å:
Zr -0.4457 -0.2141 0.1073
N 2.5020 1.3358 3.0671
C 3.3030 0.2725 2.7411
C 2.6367 -0.4178 1.7776
N 1.4488 0.2145 1.5101
C 1.3897 1.2661 2.3124
C 0.1950 2.0689 2.3483
N -0.8611 1.6822 1.6504
C -1.8614 2.5734 1.9258
C -1.3971 3.5098 2.7984
N -0.0938 3.1770 3.0551
H 2.7166 2.0202 3.7741
H 4.2588 0.1008 3.2035
H 2.9218 -1.3182 1.2619
H -2.8404 2.4921 1.4873
H -1.8779 4.3676 3.2330
H 0.5220 3.6943 3.6613
F -1.0506 -4.3150 2.0024
C -1.8319 -3.3562 2.4938
F -2.3201 -3.7655 3.6545
F -2.8698 -3.1674 1.6557
C -1.0441 -2.0114 2.5989
O -0.4313 -1.6964 1.4074
C -2.1295 -0.9226 2.9160
F -2.5332 -0.4257 1.6763
F -1.6538 0.1018 3.6059
F -3.2023 -1.3526 3.5379
C 0.0511 -2.1422 3.7072
F 1.0336 -2.9118 3.2361
F -0.4003 -2.6526 4.8409
F 0.5886 -0.9427 3.9896
F 0.4484 1.8429 -0.5490
Sb -1.0117 2.4477 -1.7842
F -1.2646 3.8601 -0.5881
F 0.2625 3.3058 -2.8343
F -2.6332 2.6258 -2.6803
F -0.5114 0.7544 -2.5681
F -2.0330 1.1103 -0.5821
C -1.6741 -1.5578 -1.2618
C -1.5917 -3.0026 -1.1344
C -2.7720 -3.7953 -1.1128
C -2.7030 -5.1583 -1.0261
C -1.4463 -5.7903 -0.9750
C -0.2587 -5.0312 -1.0390
C -0.3331 -3.6696 -1.1051
C -1.3749 -7.1976 -0.7894
N -1.3229 -8.3334 -0.6089
H -2.7151 -1.2365 -1.1706
H -1.2974 -1.2742 -2.2535
H -3.7381 -3.3106 -1.1609
H -3.6040 -5.7538 -0.9739
H 0.6989 -5.5330 -1.0159
H 0.5780 -3.0873 -1.0795
O 9.1398 1.9099 -4.3810
S 8.2822 1.2298 -3.4517
O 7.6971 2.0601 -2.4227
O 8.7445 -0.0682 -2.9873
C 6.8110 0.6113 -4.4324
N 6.9416 0.2928 -5.7168
C 5.8928 -0.2893 -6.2903
C 4.7214 -0.5664 -5.5894
C 4.6909 -0.1811 -4.2574
N 5.7405 0.4074 -3.6871
C 3.5623 -0.3482 -3.3300
C 3.5981 0.3790 -2.1406
C 2.5851 0.2395 -1.2281
N 1.5302 -0.5858 -1.3897
C 1.5019 -1.2780 -2.5452
C 2.4720 -1.1943 -3.5209
H 5.9946 -0.5355 -7.3411
H 3.8820 -1.0451 -6.0782
H 4.4380 1.0355 -1.9501
H 2.6310 0.8230 -0.3267
H 0.6636 -1.9419 -2.7095
H 2.3736 -1.8025 -4.4090

Properties
Max |F| ... 2.76 eV/A
E ... -107815.153 eV
HOMO energy (alpha / beta) ... -0.3207 / -0.3207 Ha
Charge ... +1
Spin multiplicity ... 2
ΔE to the lowest compared entry with this formula, charge and spin ... 542.2 kJ/mol
Kohn-Sham gap (alpha / beta) ... 3.956 / 0.721 eV